Entry 1:
Density functional theory data (the ωB97M-V functional and the def2-TZVPD basis) for a cluster of 2 separate species, C4H8O in total.

```
13
Properties=species:S:1:pos:R:3:forces:R:3:mulliken_charge:R:1
C 0.8222 -1.2432 -0.7849 0.1 0.0 0.0 -0.99
C -0.3363 -0.8414 0.0845 0.0 0.0 0.2 -0.11
C -0.2224 -0.3359 1.3111 0.0 -0.1 -0.1 -0.82
C -0.4941 1.9099 -0.2175 -0.2 0.2 0.0 -0.06
O -1.5323 2.3785 0.1723 0.4 -0.1 -0.2 -0.44
H 1.0651 -2.2998 -0.6301 0.0 0.1 -0.1 0.32
H 1.7207 -0.6599 -0.5560 -0.1 -0.1 0.0 0.29
H 0.6006 -1.1168 -1.8501 0.0 0.0 0.2 0.31
H -0.4166 1.3129 -1.1480 -0.1 0.2 0.0 0.21
H -1.3315 -0.9561 -0.3464 0.1 -0.1 0.1 0.39
H -1.0960 -0.0297 1.8790 0.1 -0.1 -0.1 0.32
H 0.7494 -0.1634 1.7720 -0.1 -0.1 -0.1 0.32
H 0.4711 2.0450 0.3140 -0.2 0.1 0.0 0.27
```
Forces are in eV/Å.

Its highest occupied orbital energy is -9.85 eV. As for the SMILES: C=CC.C=O. As for the spin multiplicity: 1. As for the relative energy (zero: lowest compared OMol25 entry of this formula, charge and spin): 40.2 kcal/mol. For the molar mass, the calculation gives 72.1 Da. The value obtained for the frontier orbital gap is 10.82 eV.

=====

Entry 2:
Density functional theory data (the ωB97M-V functional and the def2-TZVPD basis) for the molecule C4H8O at a distorted geometry.

```
13
Properties=species:S:1:pos:R:3:forces:R:3:mulliken_charge:R:1
C -0.5383 -0.1318 0.3695 -1.2 -1.3 0.6 0.17
C 0.2396 1.1463 0.0771 -0.9 0.0 -1.0 -0.54
C 1.5536 0.3320 0.0164 0.7 -0.4 -1.2 -0.43
C 0.6699 -0.9985 -0.0269 0.4 1.3 -1.2 -0.79
H -2.6288 -0.0808 0.1434 3.4 -0.9 -1.8 0.33
H -0.7624 -0.3283 1.4396 0.1 0.5 -0.4 0.32
H 0.0688 1.9146 0.8403 0.4 0.2 -0.6 0.30
H -0.0746 1.4408 -0.9923 0.5 0.0 1.8 0.19
H 2.0638 0.5349 -1.0056 -0.3 -0.5 2.0 0.21
H 2.2673 0.3824 0.8638 -0.5 0.3 -0.6 0.28
H 0.9415 -1.9431 0.4353 0.0 0.3 0.6 0.34
H 0.6229 -1.2072 -1.0830 -0.4 -0.3 -0.5 0.22
O -1.7560 -0.3502 -0.4072 -2.0 0.8 2.1 -0.59
```
Forces are in eV/Å.

Its highest occupied orbital energy is -10.06 eV. As for the SMILES: OC1CCC1. As for the spin multiplicity: 1. As for the relative energy (zero: lowest compared OMol25 entry of this formula, charge and spin): 37.3 kcal/mol. For the molar mass, the calculation gives 72.1 Da. The value obtained for the frontier orbital gap is 10.99 eV.

=====

Entry 3:
Density functional theory data (the ωB97M-V functional and the def2-TZVPD basis) for the molecule C4H8O at a distorted geometry.

```
13
Properties=species:S:1:pos:R:3:forces:R:3:mulliken_charge:R:1
O 1.5339 -0.8525 0.2249 3.7 -2.3 2.0 -0.48
C 1.4723 0.5883 0.4141 -1.7 -2.9 -0.6 -0.46
C 0.0543 0.2734 -0.5489 0.2 3.0 0.2 -0.03
C -1.2582 0.5574 0.0473 -0.3 0.6 -0.2 -0.33
C -1.1094 -0.8165 -0.5586 0.7 0.4 0.3 -0.69
H 1.0531 -1.2726 0.9316 -0.1 -0.3 0.3 0.31
H 2.5605 0.9064 0.2593 -1.9 0.4 -1.1 0.21
H 1.3004 0.8785 1.4798 -0.5 -0.2 -0.8 0.22
H 0.3084 0.5345 -1.5586 -0.4 0.5 -0.3 0.35
H -1.2629 0.5570 1.1409 0.0 0.1 -0.3 0.21
H -1.8504 1.3368 -0.4009 -0.6 0.0 0.0 0.26
H -1.1858 -1.6931 0.0911 0.3 0.4 0.0 0.23
H -1.6162 -0.9976 -1.5222 0.8 0.2 0.4 0.21
```
Forces are in eV/Å.

Its highest occupied orbital energy is -8.00 eV. As for the SMILES: OCC1CC1. As for the spin multiplicity: 1. As for the relative energy (zero: lowest compared OMol25 entry of this formula, charge and spin): 109.2 kcal/mol. For the molar mass, the calculation gives 72.1 Da. The value obtained for the frontier orbital gap is 9.02 eV.

=====

Entry 4:
Density functional theory data (the ωB97M-V functional and the def2-TZVPD basis) for a structure of composition C4H8O at a distorted geometry.

```
13
Properties=species:S:1:pos:R:3:forces:R:3:mulliken_charge:R:1
C 1.5076 0.3991 0.0678 -0.1 -0.2 -0.1 -1.28
C 0.1261 0.0325 0.5827 -0.7 -2.0 -1.5 0.26
C -1.0254 0.7984 0.1106 -1.4 -0.3 -2.2 -0.48
O -1.3699 -0.2751 -1.3423 0.4 2.3 2.3 -0.53
C -0.7225 -1.0710 -0.4315 2.2 -0.6 2.3 -0.52
H 2.1522 -0.4855 0.1166 0.0 0.2 0.0 0.30
H 2.0185 1.2071 0.6121 -0.3 -0.2 0.0 0.34
H 1.4292 0.6963 -0.9835 0.1 0.0 0.1 0.33
H 0.0903 -0.3724 1.6000 -0.1 0.5 -0.2 0.36
H -0.8992 1.6434 -0.5295 0.0 0.9 0.3 0.28
H -1.9212 0.7511 0.7257 0.0 0.1 -0.3 0.26
H -1.4065 -1.5500 0.2861 0.1 -0.3 -0.2 0.29
H 0.0208 -1.7738 -0.8148 -0.2 -0.4 -0.4 0.38
```
Forces are in eV/Å.

Its highest occupied orbital energy is -8.81 eV. As for the spin multiplicity: 1. As for the relative energy (zero: lowest compared OMol25 entry of this formula, charge and spin): 76.7 kcal/mol. For the molar mass, the calculation gives 72.1 Da. The value obtained for the frontier orbital gap is 9.69 eV.

=====

Entry 5:
Density functional theory data (the ωB97M-V functional and the def2-TZVPD basis) for a structure of composition C4H8O.

```
13
Properties=species:S:1:pos:R:3:forces:R:3:mulliken_charge:R:1
C 0.3130 -1.2468 0.0460 -0.1 0.2 0.5 -0.17
C 1.5430 -0.7841 -0.6707 0.0 0.0 0.0 -0.82
O 0.2000 -1.1245 1.3093 0.1 -0.2 -0.6 -0.42
H -0.3374 -0.0870 1.6399 -0.2 0.3 -0.1 0.19
H -0.4011 -1.8950 -0.4717 0.0 0.0 0.0 0.44
H -0.7665 0.1744 -0.3755 0.2 -0.3 0.1 0.20
H 1.3627 -0.6576 -1.7392 0.0 0.0 0.1 0.32
H 1.8976 0.1564 -0.2445 0.0 0.0 0.0 0.28
H 2.3428 -1.5241 -0.5469 -0.1 0.0 0.0 0.31
C -1.2021 1.0852 0.1296 -0.3 0.6 -0.4 -0.15
C -1.7894 2.1186 -0.1797 0.3 -0.5 0.2 -0.54
H -2.2999 3.0485 -0.2577 0.0 0.0 0.0 0.39
H -0.8627 0.7361 1.3610 0.2 -0.3 0.3 -0.03
```
Forces are in eV/Å.

Its highest occupied orbital energy (alpha / beta) is -7.64 / -7.64 eV. As for the spin multiplicity: 1. As for the relative energy (zero: lowest compared OMol25 entry of this formula, charge and spin): 145.4 kcal/mol. For the molar mass, the calculation gives 72.1 Da. The value obtained for the frontier orbital gap (alpha / beta) is 7.86 / 7.86 eV.

=====

Entry 6:
Density functional theory data (the ωB97M-V functional and the def2-TZVPD basis) for a cluster of 2 separate species, C4H8O in total at a distorted geometry.

```
13
Properties=species:S:1:pos:R:3:forces:R:3:mulliken_charge:R:1
C 0.8829 1.0153 0.2528 0.0 0.1 0.0 -1.11
C 0.0959 0.1138 -0.6992 0.0 0.1 -0.1 -0.14
C -1.3507 -0.0568 -0.2342 -0.1 0.0 0.0 -1.11
C 1.0078 -2.3446 0.5314 -0.4 0.1 1.5 0.07
O 0.6084 -1.8964 1.4968 0.5 -0.7 -1.0 -0.13
H 0.4586 2.0263 0.2484 0.1 -0.1 0.0 0.36
H 0.8377 0.6547 1.2888 0.0 0.0 -0.2 0.28
H 1.9386 1.0922 -0.0271 -0.1 0.0 0.0 0.30
H 0.1192 0.5244 -1.7131 -0.1 0.2 0.1 0.34
H -1.9068 -0.7614 -0.8612 0.1 0.1 0.0 0.30
H -1.8720 0.9070 -0.2675 0.0 -0.1 0.0 0.36
H -1.4077 -0.4145 0.8024 0.1 0.1 -0.2 0.28
H 0.5882 -0.8599 -0.8182 -0.2 0.4 0.0 0.17
```
Forces are in eV/Å.

Its highest occupied orbital energy is -11.37 eV. As for the spin multiplicity: 1. As for the relative energy (zero: lowest compared OMol25 entry of this formula, charge and spin): 10.3 kcal/mol. For the molar mass, the calculation gives 72.1 Da. The value obtained for the frontier orbital gap is 12.57 eV.

=====

Entry 7:
Density functional theory data (the ωB97M-V functional and the def2-TZVPD basis) for a cluster of 2 separate species, C4H8O in total.

```
13
Properties=species:S:1:pos:R:3:forces:R:3:mulliken_charge:R:1
C -0.4519 -1.6058 0.9732 0.1 -0.3 0.1 -0.61
O -1.0729 -0.3465 0.7275 0.0 0.2 0.0 -0.35
C -0.2621 0.6191 0.3117 0.1 0.4 0.0 0.28
C -0.0986 1.8493 -0.0434 -0.2 -0.1 0.1 -0.38
C 1.1342 0.9503 -0.0631 0.3 -0.2 0.0 -0.53
H 0.5581 -1.4727 1.3715 -0.1 0.0 -0.1 0.32
H -0.4082 -2.2007 0.0546 0.0 0.1 0.1 0.26
H -1.0741 -2.1173 1.7096 0.1 0.0 -0.1 0.21
H -0.6634 -0.4631 -2.2566 0.0 0.0 -0.1 0.03
H -0.6421 0.2800 -2.2402 0.0 -0.1 0.0 -0.03
H -0.4634 2.8429 -0.2386 0.1 -0.2 0.0 0.34
H 1.5464 0.6063 -1.0209 -0.1 0.0 0.2 0.21
H 1.8981 1.0583 0.7148 -0.1 0.0 -0.1 0.25
```
Forces are in eV/Å.

Its highest occupied orbital energy is -8.56 eV. As for the SMILES: COC1=CC1.[H][H]. As for the spin multiplicity: 1. As for the relative energy (zero: lowest compared OMol25 entry of this formula, charge and spin): 95.0 kcal/mol. For the molar mass, the calculation gives 72.1 Da. The value obtained for the frontier orbital gap is 9.67 eV.

=====

Entry 8:
Density functional theory data (the ωB97M-V functional and the def2-TZVPD basis) for a cluster of 2 separate species, C4H8O in total at a distorted geometry.

```
13
Properties=species:S:1:pos:R:3:forces:R:3:mulliken_charge:R:1
C -1.7645 -0.0186 0.1774 -0.2 -0.1 0.1 -1.23
C -0.3976 0.3364 -0.3664 -0.1 -1.5 -0.8 -0.41
C 0.7854 0.3133 0.5907 0.3 -0.3 -0.3 -0.42
C 1.8127 -0.2964 -0.3351 0.9 -0.7 -0.1 0.02
O 1.5438 -1.2251 -1.0986 0.9 0.6 0.7 -0.43
H -2.2213 0.6870 0.8882 0.2 0.0 -0.1 0.32
H -1.7058 -0.9932 0.6751 -0.1 0.1 0.0 0.31
H -2.4644 -0.1328 -0.6591 0.1 0.0 0.2 0.31
H 0.2267 -0.9652 -1.0393 -2.4 3.0 0.7 0.38
H -0.4040 1.3365 -0.8692 0.0 -1.0 -0.2 0.20
H 1.1786 1.2381 1.0456 -0.2 -0.2 -0.3 0.32
H 0.6001 -0.3919 1.4185 0.1 0.0 -0.3 0.27
H 2.8103 0.1119 -0.4280 0.5 0.1 0.3 0.36
```
Forces are in eV/Å.

Its highest occupied orbital energy is -8.09 eV. As for the spin multiplicity: 1. As for the relative energy (zero: lowest compared OMol25 entry of this formula, charge and spin): 75.7 kcal/mol. For the molar mass, the calculation gives 72.1 Da. The value obtained for the frontier orbital gap is 8.46 eV.

=====

Entry 9:
Density functional theory data (the ωB97M-V functional and the def2-TZVPD basis) for the molecule C4H8O at a distorted geometry.

```
13
Properties=species:S:1:pos:R:3:forces:R:3:mulliken_charge:R:1
C -1.3631 -0.6594 -0.0461 0.6 -0.1 0.0 -1.01
C -0.1351 0.2153 -0.1775 1.2 -0.6 0.1 0.99
C 1.1987 -0.7210 -0.1908 -0.2 0.7 -0.2 -1.30
C 0.0050 1.5549 0.4045 0.2 0.1 0.2 -0.51
O 0.0274 1.3373 -1.0060 0.1 0.2 -0.3 -0.47
H -2.1728 -0.3776 0.6520 0.7 0.1 -0.4 0.30
H -1.7832 -1.0880 -0.9638 0.3 0.3 0.1 0.27
H -0.6155 -1.3315 0.3614 -2.2 -1.9 0.9 0.32
H 2.0422 -0.1693 0.2307 0.0 0.2 -0.3 0.33
H 1.4233 -0.9751 -1.2338 0.0 0.3 0.1 0.27
H 1.2260 -1.7089 0.3392 -0.7 1.0 -0.1 0.38
H -0.8134 2.2013 0.7338 0.0 -0.6 0.1 0.26
H 0.9605 1.7220 0.8966 0.0 0.4 -0.2 0.18
```
Forces are in eV/Å.

Its highest occupied orbital energy is -10.16 eV. As for the SMILES: CC1(C)CO1. As for the spin multiplicity: 1. As for the relative energy (zero: lowest compared OMol25 entry of this formula, charge and spin): 55.5 kcal/mol. For the molar mass, the calculation gives 72.1 Da. The value obtained for the frontier orbital gap is 11.18 eV.

=====

Entry 10:
Density functional theory data (the ωB97M-V functional and the def2-TZVPD basis) for the molecule C4H8O.

```
13
Properties=species:S:1:pos:R:3:forces:R:3:mulliken_charge:R:1
C 0.9518 -0.5413 0.9912 0.0 0.0 0.0 -1.24
C 0.2653 0.1441 -0.1687 -0.2 -0.1 0.3 0.97
O 1.1370 0.6045 -1.1665 0.1 -0.2 -0.2 -0.55
C -0.9365 1.0096 0.0165 0.0 0.2 0.1 -0.66
C -1.0839 -0.3742 -0.5752 -0.1 -0.2 -0.1 -0.81
H 0.2229 -0.9851 1.6779 0.1 0.2 -0.1 0.32
H 1.5903 0.1483 1.5514 -0.1 -0.1 -0.1 0.27
H 1.5769 -1.3586 0.6088 -0.1 0.1 0.1 0.33
H 1.4484 -0.1674 -1.6557 0.0 0.1 0.0 0.36
H -1.3315 1.2127 1.0083 0.1 -0.1 -0.1 0.24
H -1.0061 1.8408 -0.6803 0.0 -0.2 0.1 0.27
H -1.4908 -1.1524 0.0658 0.0 0.1 -0.2 0.23
H -1.3435 -0.4674 -1.6254 0.1 0.1 0.1 0.27
```
Forces are in eV/Å.

Its highest occupied orbital energy is -9.81 eV. As for the SMILES: CC1(O)CC1. As for the spin multiplicity: 1. As for the relative energy (zero: lowest compared OMol25 entry of this formula, charge and spin): 21.6 kcal/mol. For the molar mass, the calculation gives 72.1 Da. The value obtained for the frontier orbital gap is 10.83 eV.

=====

Entry 11:
Density functional theory data (the ωB97M-V functional and the def2-TZVPD basis) for the molecule C4H8O at a distorted geometry.

```
13
Properties=species:S:1:pos:R:3:forces:R:3:mulliken_charge:R:1
C 1.5603 -0.7131 0.3845 -0.4 -1.7 1.6 -1.06
C 0.5168 0.0137 -0.3754 -0.5 1.8 -1.1 0.51
C -0.8557 -0.5674 -0.4129 0.4 1.5 2.5 -0.41
C -1.9014 -0.1343 0.2969 -0.4 0.0 1.9 -0.69
H 1.3262 -1.8065 0.1432 0.8 1.2 0.7 0.29
H 2.5672 -0.4499 0.0554 -0.2 -0.1 0.0 0.29
H 1.4683 -0.5084 1.4929 0.1 -0.5 -1.1 0.28
H 0.8767 -0.1061 -1.3971 0.0 0.5 -0.6 0.14
H -0.4083 1.7491 -0.2574 1.2 -0.5 0.3 0.32
H -0.7925 -1.4638 -0.9302 -0.9 -1.7 -1.1 0.38
H -2.7923 -0.7450 0.3500 -0.2 -0.1 -0.6 0.27
H -1.9867 0.6309 1.1759 0.9 -0.9 -2.2 0.23
O 0.4777 1.3883 0.0010 -0.8 0.4 -0.2 -0.55
```
Forces are in eV/Å.

Its highest occupied orbital energy is -9.73 eV. As for the SMILES: C=C[C@H](C)O. As for the spin multiplicity: 1. As for the relative energy (zero: lowest compared OMol25 entry of this formula, charge and spin): 35.6 kcal/mol. For the molar mass, the calculation gives 72.1 Da. The value obtained for the frontier orbital gap is 10.71 eV.

=====

Entry 12:
Density functional theory data (the ωB97M-V functional and the def2-TZVPD basis) for a structure of composition C4H8O.

```
13
Properties=species:S:1:pos:R:3:forces:R:3:mulliken_charge:R:1
C -1.2589 -0.8010 -0.0052 0.0 0.0 0.0 -1.49
C -0.0180 -0.0939 0.5153 -0.1 0.0 0.1 0.38
C 1.2693 -0.3738 -0.2787 0.1 -0.4 0.1 -0.48
O 1.2244 0.9196 -0.8985 0.1 0.1 -0.1 -0.39
C 0.1778 1.3376 -0.0115 -0.3 0.3 0.2 -0.47
H -2.1685 -0.3644 0.4223 0.1 -0.1 -0.1 0.35
H -1.2484 -1.8688 0.2422 0.0 0.2 0.0 0.35
H -1.3180 -0.7064 -1.0961 0.0 0.0 0.1 0.37
H 0.0735 -0.2003 1.6009 0.0 0.0 -0.2 0.34
H 1.2214 -1.1864 -1.0152 0.0 0.1 0.1 0.28
H 2.1708 -0.4963 0.3368 -0.1 0.0 -0.1 0.23
H 0.5440 2.0522 0.7383 0.0 -0.1 -0.1 0.23
H -0.6693 1.7820 -0.5504 0.1 -0.1 0.1 0.28
```
Forces are in eV/Å.

Its highest occupied orbital energy is -9.62 eV. As for the spin multiplicity: 1. As for the relative energy (zero: lowest compared OMol25 entry of this formula, charge and spin): 27.4 kcal/mol. For the molar mass, the calculation gives 72.1 Da. The value obtained for the frontier orbital gap is 10.74 eV.